[1]
Here is a single C21H24N2O5 molecule from the Open Molecules 2025 dataset. Energies are from ωB97M-V with the def2-TZVPD basis set.

The structure (SMILES) is COc1ccc(NC(=O)CCCN2C(=O)[C@@H]3[C@H](C2=O)[C@H]2C=C[C@@H]3C2)c(OC)c1. The value obtained for the frontier orbital gap is 8.58 eV. The energy above the lowest of the compared OMol25 structures with the same formula, charge and spin comes out at 1.821 eV. As for the electronic energy: -35385.0232 eV. As for the HOMO energy: -0.2894 Ha.

The geometry in ORCA input format:
```
! RIJCOSX wB97M-V def2-TZVPD def2/J DEFGRID3
* xyz 0 1
C -4.738 -2.716 -0.926
O -4.572 -1.565 -0.135
C -3.536 -0.726 -0.424
C -2.611 -0.915 -1.438
C -1.595 0.012 -1.626
C -1.488 1.125 -0.813
N -0.469 2.079 -0.923
C 0.726 1.961 -1.553
O 1.028 1.035 -2.279
C 1.660 3.131 -1.273
C 2.065 3.227 0.202
C 3.011 2.100 0.621
N 2.460 0.791 0.339
C 3.034 -0.061 -0.593
O 4.062 0.173 -1.168
C 2.172 -1.297 -0.676
C 1.057 -1.075 0.349
C 1.327 0.290 0.936
O 0.693 0.865 1.786
C 1.288 -2.221 1.372
C 0.948 -3.480 0.614
C 1.905 -3.678 -0.283
C 2.904 -2.556 -0.138
C 2.818 -2.310 1.373
C -2.437 1.328 0.210
O -2.275 2.467 0.947
C -3.096 2.650 2.076
C -3.444 0.403 0.396
H -3.870 -3.381 -0.857
H -4.916 -2.461 -1.976
H -5.613 -3.225 -0.526
H -2.658 -1.772 -2.090
H -0.871 -0.135 -2.410
H -0.603 2.857 -0.292
H 1.159 4.053 -1.574
H 2.549 2.999 -1.893
H 1.183 3.198 0.845
H 2.577 4.175 0.374
H 3.951 2.157 0.066
H 3.213 2.175 1.694
H 1.834 -1.423 -1.704
H 0.045 -1.101 -0.056
H 0.786 -2.067 2.323
H 0.047 -4.046 0.765
H 1.969 -4.443 -1.034
H 3.887 -2.711 -0.573
H 3.185 -3.155 1.954
H 3.317 -1.400 1.703
H -2.988 1.822 2.781
H -4.147 2.760 1.794
H -2.750 3.571 2.544
H -4.184 0.514 1.170
*
```



[2]
Here is a single C4H2N2OS molecule at a distorted geometry from the Open Molecules 2025 dataset. Energies are from ωB97M-V with the def2-TZVPD basis set.

The structure (SMILES) is O=C1N=CN=C1C=S. The value obtained for the frontier orbital gap is 7.06 eV. The energy above the lowest of the compared OMol25 structures with the same formula, charge and spin comes out at 0.754 eV. As for the electronic energy: -20040.6843 eV. As for the HOMO energy: -0.3451 Ha.

The geometry in ORCA input format:
```
! RIJCOSX wB97M-V def2-TZVPD def2/J DEFGRID3
* xyz 0 1
O -0.088 -2.081 -0.668
C 0.111 -0.921 -0.822
N 0.816 -0.205 -1.744
C 0.911 0.993 -1.285
N 0.396 1.146 0.078
C -0.219 0.064 0.306
C -0.869 -0.361 1.599
S -1.332 0.863 2.587
H 1.537 1.836 -1.718
H -1.263 -1.335 1.669
*
```



[3]
Here is 4 unconnected molecules or ions with the total composition C36H47I2NO7SSi from the Open Molecules 2025 dataset. Energies are from ωB97M-V with the def2-TZVPD basis set.

The structure (SMILES) is C=Cc1c2c(cc(COCCC)c1[Si](C)(C)C)Nc1cc(/C(I)=C(/C)I)ccc1S2.O=C1CCCO1.O=C1CCCO1.O=C1CCCO1. The value obtained for the frontier orbital gap is 7.74 eV. As for the electronic energy: -88832.4517 eV. As for the HOMO energy: -0.2792 Ha.

The geometry in ORCA input format:
```
! RIJCOSX wB97M-V def2-TZVPD def2/J DEFGRID3
* xyz 0 1
C 5.946 -5.108 2.489
C 5.389 -4.809 1.322
C 5.147 -3.402 0.897
C 4.086 -2.722 1.498
C 3.847 -1.386 1.209
C 4.706 -0.736 0.334
C 5.769 -1.395 -0.258
C 6.685 -0.559 -1.122
O 8.016 -0.543 -0.629
C 8.145 0.185 0.590
C 8.276 -0.702 1.834
C 7.542 -0.117 3.040
C 6.001 -2.766 -0.026
Si 7.432 -3.724 -0.848
C 7.898 -3.060 -2.549
C 7.012 -5.541 -1.167
C 8.989 -3.707 0.200
N 2.779 -0.717 1.829
C 1.538 -1.385 1.831
C 0.371 -0.734 1.469
C -0.845 -1.410 1.496
C -2.094 -0.720 1.098
I -2.078 -0.079 -0.907
C -3.173 -0.473 1.834
C -4.425 0.199 1.338
I -3.170 -0.992 3.862
C -0.876 -2.746 1.878
C 0.291 -3.403 2.220
C 1.502 -2.724 2.201
S 3.009 -3.525 2.657
H 6.124 -4.338 3.235
H 6.257 -6.112 2.746
H 5.087 -5.608 0.658
H 4.548 0.319 0.131
H 6.310 0.470 -1.165
H 6.718 -0.925 -2.144
H 7.288 0.854 0.724
H 9.036 0.806 0.479
H 7.881 -1.694 1.618
H 9.333 -0.810 2.086
H 7.703 0.958 3.140
H 6.472 -0.324 3.002
H 7.921 -0.568 3.960
H 7.010 -2.696 -3.072
H 8.320 -3.860 -3.158
H 8.596 -2.225 -2.481
H 5.935 -5.690 -1.261
H 7.469 -5.868 -2.100
H 7.352 -6.154 -0.333
H 8.800 -3.947 1.246
H 9.655 -4.468 -0.220
H 9.494 -2.747 0.109
H 2.696 0.241 1.522
H 0.427 0.305 1.165
H -5.220 0.125 2.075
H -4.234 1.242 1.090
H -4.782 -0.319 0.446
H -1.830 -3.255 1.890
H 0.268 -4.446 2.512
O -6.823 0.492 -1.038
C -6.493 0.717 -2.166
C -7.346 0.738 -3.416
C -6.310 0.683 -4.538
C -5.110 1.357 -3.881
O -5.214 1.038 -2.483
H -7.910 1.669 -3.412
H -8.033 -0.103 -3.421
H -6.618 1.173 -5.459
H -6.070 -0.356 -4.773
H -5.141 2.444 -3.985
H -4.153 0.993 -4.247
O -8.964 2.861 -1.807
C -9.195 3.042 -0.645
C -9.359 2.009 0.447
C -9.995 2.817 1.580
C -9.446 4.214 1.309
O -9.297 4.282 -0.125
H -8.367 1.634 0.704
H -9.970 1.183 0.096
H -9.755 2.455 2.577
H -11.081 2.816 1.471
H -8.465 4.375 1.758
H -10.115 5.012 1.621
O -5.941 5.490 1.377
C -5.618 5.757 0.256
C -6.509 5.906 -0.959
C -5.513 5.836 -2.116
C -4.247 6.387 -1.469
O -4.330 5.997 -0.088
H -7.011 6.873 -0.905
H -7.247 5.112 -0.980
H -5.817 6.387 -3.004
H -5.357 4.794 -2.401
H -4.199 7.477 -1.516
H -3.331 5.976 -1.886
*
```



[4]
Here is 3 unconnected molecules or ions with the total composition C3H11NO3S at a distorted geometry from the Open Molecules 2025 dataset. Energies are from ωB97M-V with the def2-TZVPD basis set.

The value obtained for the frontier orbital gap is 5.93 eV. The energy above the lowest of the compared OMol25 structures with the same formula, charge and spin comes out at 0.752 eV. As for the electronic energy: -21756.1285 eV. As for the HOMO energy: 0.0031 Ha.

The geometry in ORCA input format:
```
! RIJCOSX wB97M-V def2-TZVPD def2/J DEFGRID3
* xyz -2 1
C -0.130 0.141 0.067
O 0.096 -0.284 -1.266
C 1.102 -0.101 0.915
C 2.114 1.050 0.913
S 1.645 2.552 1.906
N 0.801 -0.429 2.390
H -0.382 1.219 0.064
H -1.057 -0.288 0.478
H 1.628 -1.054 0.769
H 2.302 1.290 -0.135
H 3.034 0.629 1.334
H 0.605 0.466 2.852
H -0.069 -0.948 2.356
H -1.419 -1.649 -2.729
H -0.584 -1.139 -1.408
O -1.621 -2.029 -1.863
H -2.591 -0.617 -2.056
H -2.417 0.940 -2.305
O -3.060 0.250 -2.285
*
```